Record 1
Here is a single C5H6O2 molecule from OMol25. Energies are from ωB97M-V with the def2-TZVPD basis set.

Element x y z (Å)
1 O 3.10 -0.79 -0.53
2 O 1.12 -0.83 0.49
3 C -0.31 1.15 0.11
4 C -0.61 2.25 -0.26
5 C -1.22 -1.14 0.07
6 C -0.17 -0.21 0.66
7 C 2.04 -0.27 -0.32
8 H -0.89 3.24 -0.58
9 H -1.12 -1.20 -1.02
10 H -0.30 -0.15 1.74
11 H -2.22 -0.76 0.31
12 H -1.10 -2.13 0.50
13 H 1.70 0.68 -0.73

## Properties
LUMO energy in eV: 0.8297
Frontier orbital gap in eV: 11.16
Energy relative to the best compared isomer or geometry (same formula, charge and spin) in kJ/mol: 203.2
2S+1: 1
Net charge: 0

Mulliken atomic charges, in units of e:
1. O -0.470
2. O -0.302
3. C -0.754
4. C 0.174
5. C -1.225
6. C 0.454
7. C 0.236
8. H 0.422
9. H 0.313
10. H 0.156
11. H 0.379
12. H 0.345
13. H 0.273

***

Record 2
Here is a 6-piece molecular cluster, C32H24Br2O10 overall in a non-equilibrium geometry from OMol25. Energies are from ωB97M-V with the def2-TZVPD basis set.

Element x y z (Å)
1 Br 1.69 -1.08 -2.05
2 Br 2.82 -0.11 1.30
3 O 3.39 -5.04 3.88
4 O -3.93 -5.55 0.93
5 O 7.09 3.93 -3.73
6 O -2.24 1.78 0.08
7 O -2.08 -1.90 3.47
8 O -2.43 -1.08 -1.60
9 O 0.01 3.04 3.42
10 O 2.04 3.37 -1.99
11 O -0.16 -3.73 0.10
12 O -2.98 4.47 -4.51
13 C -3.03 -2.12 0.40
14 C -3.62 -4.51 0.40
15 C -2.90 -2.05 -1.05
16 C 0.33 0.72 3.65
17 C -3.88 3.05 -2.85
18 C -3.65 2.33 -1.75
19 C 1.06 -5.06 3.20
20 C 3.98 4.70 -2.07
21 C 2.00 -3.48 0.98
22 C -0.17 -0.52 3.62
23 C 0.66 -0.26 -0.54
24 C -1.62 -0.78 3.55
25 C -3.37 -4.45 -1.09
26 C -1.64 4.10 -2.62
27 C -1.43 3.34 -1.54
28 C -1.96 1.70 3.50
29 C 0.60 -3.93 1.01
30 C 3.72 2.68 -3.56
31 C 0.22 -4.69 2.23
32 C 3.11 3.56 -2.52
33 C -3.09 -3.33 -1.75
34 C 5.23 4.82 -2.51
35 C 1.48 0.79 0.17
36 C -2.88 3.96 -3.42
37 C 2.85 -3.84 1.94
38 C -3.42 -3.21 1.08
39 C 5.01 2.79 -3.88
40 C -2.43 0.45 3.50
41 C 5.92 3.90 -3.44
42 C -0.49 1.95 3.50
43 C -2.42 2.42 -0.93
44 C 2.51 -4.71 3.12
45 H 3.87 -3.47 2.00
46 H -0.27 0.02 -1.02
47 H -4.41 1.64 -1.40
48 H 5.47 2.08 -4.56
49 H -0.82 -4.98 2.31
50 H 0.39 -1.09 0.11
51 H -3.34 -3.11 2.16
52 H -4.80 2.97 -3.43
53 H -2.87 -3.38 -2.81
54 H 0.80 1.31 0.84
55 H -3.33 -5.40 -1.60
56 H -3.50 0.30 3.39
57 H 3.58 5.28 -1.25
58 H 2.08 1.36 -0.53
59 H -0.88 4.82 -2.91
60 H 0.70 -5.66 4.02
61 H -2.78 -1.22 0.96
62 H 5.92 5.58 -2.13
63 H -0.54 3.51 -0.94
64 H 0.50 -1.37 3.75
65 H 1.40 0.81 3.77
66 H 2.34 -2.81 0.21
67 H -2.63 2.54 3.39
68 H 3.19 1.83 -3.98

## Properties
LUMO energy in eV: -1.9143
Frontier orbital gap in eV: 8.18
2S+1: 1
Net charge: 0

Mulliken atomic charges, in units of e:
1. Br -0.164
2. Br -0.163
3. O -0.560
4. O -0.575
5. O -0.532
6. O -0.329
7. O -0.583
8. O -0.491
9. O -0.591
10. O -0.492
11. O -0.492
12. O -0.550
13. C 0.043
14. C 0.243
15. C -0.001
16. C -0.633
17. C -0.481
18. C -0.298
19. C -0.504
20. C -0.275
21. C -0.103
22. C -0.085
23. C -0.053
24. C 0.276
25. C -0.453
26. C -0.219
27. C -0.194
28. C -0.516
29. C 0.384
30. C -0.280
31. C -0.253
32. C 0.553
33. C -0.409
34. C -0.427
35. C 0.247
36. C 0.326
37. C -0.494
38. C -0.144
39. C -0.353
40. C -0.056
41. C 0.267
42. C 0.363
43. C 0.160
44. C 0.220
45. H 0.432
46. H -0.091
47. H 0.392
48. H 0.370
49. H 0.368
50. H 0.079
51. H 0.545
52. H 0.402
53. H 0.428
54. H 0.009
55. H 0.409
56. H 0.368
57. H 0.411
58. H 0.145
59. H 0.457
60. H 0.434
61. H 0.393
62. H 0.342
63. H 0.343
64. H 0.474
65. H 0.544
66. H 0.558
67. H 0.443
68. H 0.416

***

Record 3
Here is C53H59CoF4N6P2Se2 as an isolated structure in a non-equilibrium geometry from OMol25. Energies are from ωB97M-V with the def2-TZVPD basis set.

Element x y z (Å)
1 Se -0.50 1.97 -1.35
2 Se 2.59 -0.10 -2.02
3 Co -0.65 0.31 0.22
4 P 1.11 1.30 -2.75
5 P -1.73 1.44 1.89
6 F -4.18 -1.48 -4.74
7 F -0.69 -5.48 -3.52
8 F -2.54 -5.89 -5.42
9 F -2.34 -1.10 -2.86
10 N -5.01 -6.24 -7.12
11 N -1.91 -2.50 0.79
12 N -0.98 -1.50 1.26
13 N 0.77 -4.80 -0.77
14 N -6.04 -2.15 -6.98
15 N 0.02 -0.82 -1.03
16 C -2.82 3.76 0.70
17 C 1.08 -0.06 -5.15
18 C 0.30 0.67 -4.27
19 C -0.82 -0.29 -6.61
20 C 1.96 2.83 -3.26
21 C 0.35 0.29 3.60
22 C 5.07 -1.54 0.81
23 C 0.80 0.08 4.91
24 C -0.89 0.94 3.46
25 C -0.25 -1.82 -1.58
26 C -1.96 3.37 1.91
27 C -4.65 1.56 2.55
28 C -5.34 -2.96 -6.56
29 C -3.54 -0.63 2.77
30 C 2.52 2.68 3.13
31 C -3.33 -2.48 -4.48
32 C 2.15 0.62 1.84
33 C 5.33 -3.03 0.61
34 C 3.27 5.15 -3.99
35 C 2.45 2.84 0.63
36 C -3.45 -3.72 -5.16
37 C 3.70 -1.18 1.32
38 C -3.87 0.39 0.51
39 C 1.90 2.11 1.85
40 C -1.43 -3.26 -3.17
41 C -2.50 -4.71 -4.80
42 C 1.34 -0.24 2.60
43 C 2.87 -2.05 2.00
44 C -0.47 -3.04 -2.13
45 C -1.59 0.46 -5.73
46 C 3.30 0.14 1.23
47 C 0.23 -4.06 -1.46
48 C 3.34 2.83 -3.41
49 C 1.23 3.99 -3.48
50 C 6.08 -0.95 1.82
51 C 0.75 -3.94 2.60
52 C -2.52 3.93 3.22
53 C 1.73 -1.61 2.67
54 C -1.54 -4.50 -3.84
55 C -1.21 0.90 5.88
56 C -1.04 0.94 -4.56
57 C 0.04 0.34 6.04
58 C -1.64 1.23 4.61
59 C 1.80 -3.11 4.70
60 C 0.99 -2.68 3.46
61 C 1.89 5.14 -3.86
62 C -4.47 -3.96 -6.11
63 C -4.74 -5.22 -6.66
64 C -2.36 -2.27 -3.53
65 C 4.00 3.99 -3.77
66 C -3.52 0.69 1.97
67 C -0.62 4.09 1.69
68 C 0.52 -0.54 -6.32
69 H 2.06 2.24 4.01
70 H 0.16 3.98 -3.37
71 H 0.03 -2.28 3.80
72 H 2.73 -3.58 4.39
73 H -1.25 -0.67 -7.52
74 H -2.32 3.46 -0.23
75 H -0.02 -1.86 1.30
76 H -4.78 -0.20 0.46
77 H -2.92 4.84 0.68
78 H 1.22 -3.83 5.27
79 H -1.65 1.51 -3.87
80 H 0.43 0.10 7.02
81 H -1.83 1.11 6.73
82 H -2.09 -2.40 -0.20
83 H 2.04 3.85 0.58
84 H 7.10 -1.12 1.47
85 H 1.57 -4.64 2.73
86 H 2.12 -0.26 -4.92
87 H 3.13 -3.09 2.06
88 H 2.39 3.76 3.17
89 H -1.52 -3.44 0.93
90 H 0.69 -3.72 1.54
91 H -4.59 1.65 3.63
92 H 3.96 0.83 0.71
93 H -5.59 1.05 2.32
94 H -2.62 0.67 -5.97
95 H 3.59 2.47 3.16
96 H 3.53 2.93 0.66
97 H -0.83 5.15 1.59
98 H -0.16 -4.44 2.92
99 H 1.33 6.05 -4.03
100 H 5.96 -1.43 2.79
101 H 0.82 2.23 1.89
102 H 3.79 6.05 -4.28
103 H 2.17 2.33 -0.29
104 H -1.81 3.77 4.03
105 H -0.15 3.76 0.77
106 H 1.80 -0.30 5.04
107 H 4.57 -3.47 -0.04
108 H 5.93 0.12 1.94
109 H -3.25 -1.48 2.16
110 H -2.93 -0.59 3.66
111 H 2.03 -2.28 5.35
112 H -4.56 -0.82 3.10
113 H -3.82 3.33 0.70
114 H -2.64 5.01 3.10
115 H -3.49 3.53 3.50
116 H -4.73 2.54 2.11
117 H -1.25 -1.30 2.23
118 H 1.13 -1.10 -7.02
119 H 5.35 -3.58 1.55
120 H 5.21 -1.04 -0.16
121 H 5.07 3.99 -3.87
122 H 3.91 1.92 -3.24
123 H -2.60 1.69 4.50
124 H 0.05 3.96 2.54
125 H 6.30 -3.16 0.13
126 H -3.07 -0.18 0.01
127 H -4.03 1.30 -0.07

## Properties
LUMO energy (alpha / beta) in eV: -6.3087 / -6.2893
⟨S²⟩: 0.775
Frontier orbital gap (alpha / beta) in eV: 3.56 / 3.59
2S+1: 2
Net charge: +1

Here are the Mulliken charges for atoms 1 to 99, given in e:
1. Se -0.415
2. Se -0.344
3. Co -0.583
4. P -0.392
5. P 0.678
6. F -0.400
7. F -0.314
8. F -0.288
9. F -0.157
10. N -0.400
11. N -0.734
12. N -0.007
13. N -0.583
14. N -0.436
15. N 1.328
16. C -1.539
17. C -0.519
18. C 0.985
19. C -0.553
20. C 1.191
21. C -0.990
22. C 0.402
23. C -0.435
24. C 0.458
25. C -0.201
26. C 3.110
27. C -1.991
28. C -0.082
29. C -1.532
30. C -1.755
31. C 0.355
32. C 1.203
33. C -1.772
34. C -0.530
35. C -1.954
36. C 0.041
37. C -0.225
38. C -1.765
39. C 2.137
40. C 1.421
41. C 0.253
42. C 0.489
43. C -0.600
44. C 0.348
45. C -0.786
46. C -0.756
47. C -0.656
48. C -0.339
49. C -0.290
50. C -1.359
51. C -1.430
52. C -1.873
53. C 0.193
54. C -0.068
55. C -1.067
56. C -0.361
57. C -1.545
58. C -0.362
59. C -1.618
60. C 1.208
61. C -0.896
62. C 0.846
63. C -0.096
64. C 0.444
65. C -0.755
66. C 2.600
67. C -1.406
68. C -0.922
69. H 0.249
70. H 0.398
71. H 0.286
72. H 0.373
73. H 0.494
74. H 0.091
75. H -0.258
76. H 0.558
77. H 0.600
78. H 0.463
79. H 0.372
80. H 0.471
81. H 0.485
82. H -0.126
83. H 0.437
84. H 0.454
85. H 0.485
86. H 0.511
87. H 0.563
88. H 0.538
89. H 0.316
90. H 0.078
91. H 0.416
92. H 0.610
93. H 0.596
94. H 0.500
95. H 0.430
96. H 0.656
97. H 0.745
98. H 0.363
99. H 0.441

***

- Among the records above, which one has the highest net charge?
  C53H59CoF4N6P2Se2